# C24H22AgN5PS2

C24H22AgN5PS2 as an isolated structure (ωB97M-V with the def2-TZVPD basis set, OMol25).

ORCA input file:
```
! RIJCOSX wB97M-V def2-TZVPD def2/J DEFGRID3
* xyz 1 1
Ag -1.488 0.227 -0.817
N -0.145 2.159 -1.432
C 1.281 2.193 -1.149
C 2.072 3.151 -1.769
C 3.438 3.198 -1.538
C 4.021 2.290 -0.668
C 3.235 1.329 -0.048
C 1.863 1.253 -0.287
P 0.812 -0.047 0.471
C 0.672 -1.250 -0.915
C 1.509 -1.251 -2.034
C 1.329 -2.187 -3.040
C 0.318 -3.140 -2.943
C -0.515 -3.159 -1.835
C -0.346 -2.213 -0.826
C 1.946 -0.885 1.630
C 2.661 -2.037 1.311
C 3.504 -2.618 2.252
C 3.643 -2.051 3.510
C 2.928 -0.905 3.838
C 2.077 -0.334 2.906
H -0.311 2.567 -2.344
H -0.647 2.742 -0.766
H 1.610 3.870 -2.438
H 4.043 3.948 -2.034
H 5.087 2.322 -0.477
H 3.697 0.612 0.620
H 2.300 -0.514 -2.115
H 1.986 -2.182 -3.902
H 0.189 -3.874 -3.730
H -1.295 -3.905 -1.749
H -0.965 -2.265 0.063
H 2.567 -2.484 0.328
H 4.058 -3.513 1.996
H 4.304 -2.504 4.239
H 3.029 -0.465 4.822
H 1.503 0.548 3.174
N -0.932 2.977 1.893
C -2.184 2.411 1.879
N -2.559 1.542 0.990
C -3.884 1.181 1.171
C -4.514 1.808 2.188
S -3.416 2.843 3.012
C -4.472 0.181 0.260
C -5.722 -0.318 0.329
S -5.981 -1.471 -0.926
C -4.372 -1.200 -1.487
N -3.704 -0.323 -0.790
N -3.847 -1.883 -2.540
H -0.193 2.360 1.586
H -0.689 3.542 2.689
H -5.544 1.724 2.505
H -6.500 -0.091 1.041
H -4.465 -2.369 -3.165
H -2.990 -1.536 -2.938
*
```

Calculated values
Kohn-Sham gap: 8.57 eV
E_LUMO: -2.069 eV
HOMO level: -0.3908 Ha
energy: -67650.5814 eV
largest force on an atom: 0.42 eV Å⁻¹

=====

# C24H22BCl2N2O4S2

C24H22BCl2N2O4S2 as an isolated structure at a distorted geometry (ωB97M-V with the def2-TZVPD basis set, OMol25).

ORCA input file:
```
! RIJCOSX wB97M-V def2-TZVPD def2/J DEFGRID3
* xyz -1 1
N -1.946 -3.314 3.406
C -1.151 -2.820 2.690
C -0.161 -2.272 1.847
C -0.070 -0.861 1.606
C -1.147 -0.097 2.164
N -1.999 0.477 2.748
C 1.191 -0.424 2.185
O 1.350 0.663 3.001
C 2.389 -1.149 1.984
Cl 3.915 -0.438 2.358
C 2.298 -2.437 1.550
Cl 3.705 -3.311 1.174
C 1.011 -3.135 1.699
O 0.991 -4.351 1.760
C -0.751 0.109 -5.294
C -1.097 -0.068 -3.856
C -2.211 0.456 -3.215
C -2.373 0.021 -1.880
C -1.348 -0.814 -1.353
B 1.360 1.646 2.070
C -1.705 -2.014 -0.733
C -2.849 -2.332 -0.010
C -2.821 -3.651 0.472
C -1.719 -4.363 0.005
C -1.396 -5.771 0.297
S -0.648 -3.404 -0.941
O 2.072 1.449 0.893
C 1.904 2.657 0.161
C 3.270 3.340 0.220
C 1.562 2.328 -1.270
C 0.725 3.395 0.961
C 1.110 4.654 1.747
C -0.583 3.576 0.220
O 0.332 2.526 2.041
S -0.190 -1.025 -2.765
H -1.570 0.626 -5.800
H 0.165 0.699 -5.410
H -0.591 -0.845 -5.811
H -2.880 1.117 -3.769
H -3.273 0.232 -1.307
H -3.616 -1.581 0.111
H -3.551 -4.106 1.128
H -2.307 -6.338 0.558
H -0.902 -6.228 -0.576
H -0.657 -5.772 1.122
H 3.168 4.330 -0.229
H 3.664 3.406 1.246
H 3.978 2.756 -0.382
H 1.405 3.278 -1.784
H 2.403 1.818 -1.743
H 0.684 1.679 -1.350
H 1.374 5.454 1.050
H 0.219 4.945 2.329
H 1.924 4.442 2.465
H -0.407 4.374 -0.505
H -0.886 2.618 -0.234
H -1.364 3.848 0.948
*
```

Calculated values
Kohn-Sham gap: 5.78 eV
E_LUMO: 2.163 eV
HOMO level: -0.1330 Ha
energy relative to the best compared isomer or geometry (same formula, charge and spin): 73.58 kJ/mol
energy: -83807.7558 eV
largest force on an atom: 5.64 eV Å⁻¹

=====

# C24H22CrN4O5SSe

C24H22CrN4O5SSe as an isolated structure (ωB97M-V with the def2-TZVPD basis set, OMol25).

ORCA input file:
```
! RIJCOSX wB97M-V def2-TZVPD def2/J DEFGRID3
* xyz -1 2
Cr 0.565 0.270 -0.494
N 2.565 0.899 3.371
C 1.845 0.864 2.198
S 2.213 -0.423 1.090
N 0.978 1.814 2.047
N 0.301 1.764 0.822
C -0.516 2.737 0.662
C -1.332 3.004 -0.502
C -2.127 4.163 -0.476
C -2.904 4.537 -1.544
C -2.896 3.731 -2.695
C -2.128 2.595 -2.754
C -1.325 2.190 -1.658
O -0.618 1.104 -1.761
H 3.028 0.046 3.627
H 2.167 1.448 4.114
H -0.578 3.441 1.489
H -2.118 4.769 0.425
H -3.509 5.435 -1.501
H -3.507 4.006 -3.548
H -2.107 1.969 -3.638
O 2.046 1.412 -1.390
C 2.506 1.260 -2.513
C 2.253 0.162 -3.404
C 2.810 0.230 -4.681
C 2.584 -0.766 -5.584
C 1.797 -1.884 -5.240
C 1.271 -1.992 -3.991
C 1.470 -0.969 -3.006
O 0.974 -1.111 -1.848
N 3.154 -0.661 -6.928
O 3.908 0.267 -7.166
O 2.846 -1.509 -7.747
H 3.191 2.035 -2.890
H 3.420 1.081 -4.967
H 1.619 -2.641 -5.990
H 0.662 -2.838 -3.702
C -1.022 -2.946 6.202
C -1.090 -2.458 4.775
C -1.855 -1.356 4.425
C -1.933 -0.901 3.108
C -2.775 0.313 2.799
C -1.219 -1.573 2.107
Se -1.360 -0.979 0.296
C -0.454 -2.704 2.439
C 0.302 -3.491 1.402
C -0.400 -3.117 3.767
H -1.535 -2.258 6.876
H 0.013 -3.042 6.540
H -1.490 -3.929 6.306
H -2.414 -0.829 5.195
H -3.224 0.710 3.712
H -3.569 0.071 2.089
H -2.173 1.093 2.327
H 1.184 -2.943 1.070
H -0.312 -3.657 0.516
H 0.619 -4.454 1.811
H 0.200 -3.990 4.017
*
```

Calculated values
Kohn-Sham gap (alpha / beta): 6.57 / 6.65 eV
E_LUMO (alpha / beta): 1.991 / 2.043 eV
HOMO level (alpha / beta): -0.1682 / -0.1693 Ha
energy relative to the best compared isomer or geometry (same formula, charge and spin): 0.00 kJ/mol
energy: -146047.5867 eV
largest force on an atom: 0.75 eV Å⁻¹

=====

# C24H22CuN2O2Te

C24H22CuN2O2Te as an isolated structure at a distorted geometry (ωB97M-V with the def2-TZVPD basis set, OMol25).

ORCA input file:
```
! RIJCOSX wB97M-V def2-TZVPD def2/J DEFGRID3
* xyz -1 1
Cu 0.557 -1.058 0.579
O -0.869 -0.684 -0.765
C -1.465 -1.467 -1.595
C -2.249 -1.079 -2.700
C -2.795 -1.926 -3.639
C -2.472 -3.339 -3.583
C -1.764 -3.728 -2.506
C -1.320 -2.893 -1.498
C -0.455 -3.670 -0.594
N 0.128 -3.212 0.422
C 1.091 -4.025 1.177
C 2.428 -3.411 0.956
N 2.322 -2.024 1.432
C 3.084 -1.592 2.365
C 2.923 -0.293 3.041
C 3.788 -0.039 4.121
C 3.605 1.001 4.958
C 2.610 1.932 4.690
C 1.816 1.737 3.580
C 1.921 0.673 2.658
O 1.147 0.620 1.598
H -2.487 0.024 -2.720
H -3.395 -1.579 -4.478
H -2.836 -4.049 -4.280
H -1.543 -4.801 -2.404
H -0.217 -4.713 -0.925
H 1.097 -5.045 0.755
H 0.850 -3.989 2.248
H 2.551 -3.404 -0.155
H 3.304 -3.927 1.491
H 3.888 -2.223 2.740
H 4.594 -0.810 4.297
H 4.287 1.147 5.851
H 2.320 2.703 5.380
H 1.011 2.443 3.308
C -3.055 4.210 -0.222
Te -2.128 3.662 1.577
C -1.225 2.078 0.232
C -1.160 2.820 -1.120
C -0.282 2.517 -2.116
C -0.398 3.122 -3.354
C -1.357 4.084 -3.609
C -2.289 4.385 -2.629
C -2.126 3.793 -1.364
H -3.312 5.277 -0.315
H -4.014 3.684 -0.322
H -1.929 1.243 0.126
H -0.296 1.710 0.663
H 0.376 1.713 -1.974
H 0.313 2.701 -4.048
H -1.526 4.554 -4.611
H -3.046 5.150 -2.720
*
```

Calculated values
Kohn-Sham gap: 6.04 eV
E_LUMO: 2.445 eV
HOMO level: -0.1321 Ha
energy relative to the best compared isomer or geometry (same formula, charge and spin): 0.00 kJ/mol
energy: -84253.5365 eV
largest force on an atom: 3.20 eV Å⁻¹

=====

# C24H22F12NO5PTcTe

C24H22F12NO5PTcTe as an isolated structure at a distorted geometry (ωB97M-V with the def2-TZVPD basis set, OMol25).

ORCA input file:
```
! RIJCOSX wB97M-V def2-TZVPD def2/J DEFGRID3
* xyz 0 4
Tc -0.924 -0.099 -1.683
C 4.164 -0.645 2.946
C 2.857 -0.655 2.198
C 1.703 -0.107 2.741
C 0.510 -0.157 2.048
C 0.439 -0.718 0.779
N -0.839 -0.788 0.128
C -1.937 -1.358 0.826
C -1.664 -2.207 1.910
C -2.659 -2.685 2.737
C -3.988 -2.349 2.521
C -5.086 -2.772 3.462
C -4.277 -1.625 1.373
C -3.298 -1.167 0.501
C -3.748 -0.483 -0.787
O -2.756 -0.473 -1.768
C -4.140 0.998 -0.503
F -5.091 1.113 0.424
F -3.051 1.633 -0.066
F -4.559 1.604 -1.624
C -4.954 -1.236 -1.450
F -5.029 -0.924 -2.745
F -6.133 -0.928 -0.892
F -4.784 -2.560 -1.357
C 1.614 -1.186 0.173
C 2.787 -1.190 0.915
C 1.574 -1.646 -1.293
O 0.865 -0.752 -2.071
C 0.971 -3.094 -1.387
F 1.225 -3.679 -2.562
F -0.373 -3.053 -1.263
F 1.438 -3.887 -0.417
C 2.984 -1.699 -1.962
F 3.693 -2.761 -1.535
F 3.687 -0.596 -1.702
F 2.868 -1.788 -3.288
H 4.010 -0.452 4.007
H 4.827 0.132 2.555
H 4.681 -1.600 2.838
H 1.730 0.368 3.715
H -0.392 0.242 2.492
H -0.638 -2.485 2.104
H -2.391 -3.328 3.570
H -4.678 -3.222 4.366
H -5.750 -3.500 2.989
H -5.697 -1.915 3.750
H -5.317 -1.415 1.158
H 3.691 -1.611 0.498
C 2.037 4.933 -3.796
C 1.268 3.732 -3.305
O 0.900 3.976 -1.920
P 0.576 2.755 -0.943
O -0.122 1.704 -1.868
Te -0.470 3.612 0.961
O 1.993 2.067 -0.654
C 2.922 2.750 0.233
C 4.323 2.260 -0.048
H 2.285 4.806 -4.852
H 2.960 5.056 -3.228
H 1.437 5.837 -3.681
H 1.867 2.824 -3.375
H 0.353 3.587 -3.877
H 2.627 2.544 1.261
H 2.851 3.827 0.076
H 4.420 1.199 0.182
H 5.026 2.823 0.569
H 4.583 2.410 -1.099
*
```

Calculated values
Kohn-Sham gap (alpha / beta): 6.02 / 5.68 eV
E_LUMO (alpha / beta): -1.453 / -1.799 eV
HOMO level (alpha / beta): -0.2747 / -0.2748 Ha
energy relative to the best compared isomer or geometry (same formula, charge and spin): 49.36 kJ/mol
energy: -88366.8242 eV
largest force on an atom: 1.64 eV Å⁻¹

=====

# C24H22F2O

C24H22F2O as an isolated structure at a distorted geometry (ωB97M-V with the def2-TZVPD basis set, OMol25).

ORCA input file:
```
! RIJCOSX wB97M-V def2-TZVPD def2/J DEFGRID3
* xyz 0 1
C 2.402 -5.812 -0.250
C 1.875 -4.623 0.450
C 2.401 -3.362 0.176
F 3.409 -3.268 -0.751
C 1.979 -2.211 0.801
C 1.022 -2.295 1.872
C 0.620 -1.182 2.634
C 1.460 -0.078 2.923
C 2.861 -0.004 2.553
C 3.568 1.173 2.687
F 4.847 1.232 2.193
C 3.059 2.317 3.297
C 3.854 3.561 3.389
C 1.751 2.219 3.790
C 0.990 1.082 3.619
C 0.436 -3.579 2.102
C 0.860 -4.698 1.414
H 1.796 -6.677 0.021
H 2.372 -5.692 -1.338
H 3.441 -6.022 0.031
H 2.387 -1.242 0.510
H -0.531 -1.206 2.913
H 3.366 -0.871 2.131
H 3.334 4.258 4.050
H 4.859 3.386 3.789
H 3.965 4.048 2.412
H 1.332 3.085 4.307
H -0.023 1.073 4.001
H -0.328 -3.669 2.873
H 0.420 -5.671 1.634
C -2.195 0.900 4.812
C -2.184 0.207 3.467
C -1.759 -1.232 3.454
C -2.752 -2.121 2.779
C -3.465 -1.715 1.633
C -4.443 -2.527 1.063
C -4.716 -3.788 1.598
C -4.037 -4.202 2.751
C -3.069 -3.383 3.336
O -2.466 0.837 2.439
H -1.502 0.443 5.537
H -1.945 1.959 4.656
H -3.221 0.837 5.209
H -1.594 -1.581 4.483
H -3.296 -0.716 1.245
H -4.986 -2.164 0.192
H -5.463 -4.433 1.135
H -4.257 -5.175 3.195
H -2.593 -3.690 4.272
*
```

Calculated values
Kohn-Sham gap: 3.77 eV
E_LUMO: -2.383 eV
HOMO level: -0.2261 Ha
energy relative to the best compared isomer or geometry (same formula, charge and spin): 80.96 kJ/mol
energy: -32723.0194 eV
largest force on an atom: 4.37 eV Å⁻¹